# 1
Formula: C6H13N2
Source: the Open Molecules 2025 dataset
Level of theory: wB97M-V/def2-TZVPD

The total charge is +1. As for the SMILES: C[C@H]1[NH2+][C@]12NC2(C)C. The HOMO-LUMO gap comes out at 10.97 eV. Its total energy is -9402.9400 eV. The relative energy (zero: lowest compared OMol25 entry of this formula, charge and spin) comes out at 378.96 kJ/mol.

XYZ file:
```
21
C6H13N2 wB97M-V/def2-TZVPD
C -1.734 -0.464 1.959
C -1.602 0.362 0.696
N -0.710 1.520 0.770
C -0.422 0.463 -0.221
N -0.176 0.773 -1.861
C 0.785 -0.009 -1.000
C 0.884 -1.497 -1.369
C 2.146 0.767 -0.611
H -2.511 0.124 2.475
H -0.955 -0.308 2.701
H -2.093 -1.471 1.987
H -2.601 0.632 0.350
H -1.162 2.367 0.430
H -0.059 1.633 1.543
H -0.598 0.061 -2.430
H 0.667 -2.227 -0.565
H 1.888 -1.752 -1.693
H 0.232 -1.815 -2.210
H 2.576 0.908 -1.571
H 2.872 0.231 -0.085
H 2.005 1.644 -0.042
```

Let us look at the natural (NBO) charges, expressed in e, one per atom:
1. C -0.65
2. C -0.03
3. N -0.53
4. C 0.20
5. N -0.52
6. C 0.13
7. C -0.65
8. C -0.61
9. H 0.24
10. H 0.23
11. H 0.27
12. H 0.25
13. H 0.45
14. H 0.45
15. H 0.37
16. H 0.24
17. H 0.25
18. H 0.23
19. H 0.24
20. H 0.23
21. H 0.21

# 2
Formula: C6H13N2
Source: the Open Molecules 2025 dataset
Level of theory: wB97M-V/def2-TZVPD

The total charge is +1. The HOMO-LUMO gap comes out at 11.07 eV. Its total energy is -9402.2325 eV. The relative energy (zero: lowest compared OMol25 entry of this formula, charge and spin) comes out at 447.23 kJ/mol.

XYZ file:
```
21
C6H13N2 wB97M-V/def2-TZVPD
C 1.929 -0.939 -0.341
C 0.803 -0.927 -1.020
C 2.145 0.164 0.714
C -2.184 -0.923 0.223
C -0.715 1.396 -1.007
C -0.961 -0.212 0.841
N 1.050 1.060 0.575
N -0.052 0.502 -0.054
H 2.761 -1.558 -0.524
H 0.025 -1.452 -1.521
H 2.222 -0.351 1.734
H 3.221 0.620 0.784
H -1.973 -1.722 -0.635
H -2.531 -1.736 1.004
H -2.912 -0.186 -0.005
H -1.408 0.730 -1.503
H -1.007 2.344 -0.553
H -0.076 1.873 -1.753
H -0.291 -1.058 1.423
H -1.406 0.567 1.593
H 1.359 1.808 0.024
```

Let us look at the natural (NBO) charges, expressed in e, one per atom:
1. C -0.21
2. C 0.02
3. C -0.28
4. C -0.66
5. C -0.45
6. C -0.25
7. N -0.41
8. N -0.11
9. H 0.27
10. H 0.25
11. H 0.24
12. H 0.28
13. H 0.22
14. H 0.27
15. H 0.23
16. H 0.24
17. H 0.25
18. H 0.24
19. H 0.24
20. H 0.25
21. H 0.38

# 3
Formula: C6H13N2
Source: the Open Molecules 2025 dataset
Level of theory: wB97M-V/def2-TZVPD

The total charge is +1. The HOMO-LUMO gap (alpha / beta) comes out at 8.56 / 8.56 eV. Its total energy is -9401.8183 eV. The relative energy (zero: lowest compared OMol25 entry of this formula, charge and spin) comes out at 487.19 kJ/mol.

XYZ file:
```
21
C6H13N2 wB97M-V/def2-TZVPD
C -0.165 -1.659 1.553
C -0.206 0.431 -0.004
C 0.224 0.995 -1.331
C 0.172 -0.913 2.797
C -0.457 0.847 -2.676
C 1.640 1.336 -1.593
N -0.612 1.625 -0.233
N -1.184 -2.480 1.733
H 0.432 -1.710 0.658
H 0.750 -1.538 3.332
H -0.708 -0.604 3.446
H 0.590 0.141 2.743
H -1.524 0.634 -2.447
H 0.015 0.060 -3.090
H -0.441 1.810 -3.289
H 2.163 1.633 -0.610
H 1.722 2.300 -2.301
H 2.098 0.417 -2.199
H -1.403 2.256 -0.104
H -1.690 -2.482 2.613
H -1.415 -3.099 1.002
```

Let us look at the natural (NBO) charges, expressed in e, one per atom:
1. C 0.32
2. C 0.12
3. C 0.02
4. C -0.71
5. C -0.62
6. C -0.65
7. N -0.55
8. N -0.65
9. H 0.26
10. H 0.25
11. H 0.25
12. H 0.28
13. H 0.21
14. H 0.22
15. H 0.24
16. H 0.23
17. H 0.24
18. H 0.24
19. H 0.45
20. H 0.43
21. H 0.42

# 4
Formula: C6H13N2P
Source: the Open Molecules 2025 dataset
Level of theory: wB97M-V/def2-TZVPD

The total charge is +2. The HOMO-LUMO gap (alpha / beta) comes out at 8.07 / 8.34 eV. Its total energy is -18679.1859 eV. The relative energy (zero: lowest compared OMol25 entry of this formula, charge and spin) comes out at 283.31 kJ/mol.

XYZ file:
```
22
C6H13N2P wB97M-V/def2-TZVPD
C -1.908 0.678 0.655
C -2.446 -0.538 0.512
C -0.443 0.789 0.401
C 0.009 -0.458 0.120
C 0.370 2.161 0.384
C 2.060 -1.917 -0.841
N -0.160 3.111 1.408
N 1.308 -2.581 -1.946
P -1.234 -1.736 -0.180
H -2.534 1.555 0.726
H -3.505 -0.774 0.717
H 0.417 2.568 -0.577
H 1.446 1.731 0.746
H 2.504 -2.562 -0.033
H 2.591 -1.039 -1.237
H -0.712 2.722 2.192
H -0.807 3.812 0.861
H 0.683 3.616 1.919
H 0.563 -1.990 -2.246
H 0.975 -3.573 -1.579
H 1.932 -2.847 -2.784
H -1.111 -2.729 0.781
```

Let us look at the natural (NBO) charges, expressed in e, one per atom:
1. C -0.27
2. C -0.41
3. C -0.19
4. C -0.17
5. C -0.25
6. C -0.14
7. N -0.72
8. N -0.76
9. P 0.52
10. H 0.23
11. H 0.28
12. H 0.25
13. H 0.26
14. H 0.25
15. H 0.22
16. H 0.47
17. H 0.48
18. H 0.49
19. H 0.46
20. H 0.47
21. H 0.47
22. H 0.05

# 5
Formula: C6H13N2S
Source: the Open Molecules 2025 dataset
Level of theory: wB97M-V/def2-TZVPD

The total charge is +1. The HOMO-LUMO gap comes out at 8.99 eV. Its total energy is -20238.3426 eV. The relative energy (zero: lowest compared OMol25 entry of this formula, charge and spin) comes out at 399.22 kJ/mol.

XYZ file:
```
22
C6H13N2S wB97M-V/def2-TZVPD
C 0.126 -0.396 -1.745
C -1.043 -0.453 0.479
C 1.569 -0.290 -2.120
C -1.213 0.961 0.992
C 1.416 -0.759 0.185
C -1.985 0.686 2.297
N 0.186 -0.539 -0.270
N 2.347 -0.781 -0.930
S 0.261 1.922 1.307
H -0.414 0.414 -2.176
H -0.451 -1.272 -2.107
H -1.037 -1.101 1.336
H -1.974 -0.773 -0.124
H 1.899 -0.421 -3.118
H 1.702 0.824 -2.016
H -1.760 1.518 0.177
H 0.837 0.668 1.902
H -2.228 1.660 2.761
H -1.378 -0.032 2.943
H -2.902 0.145 2.111
H 2.791 -1.713 -1.054
H 3.251 -0.270 -0.828
```

Let us look at the natural (NBO) charges, expressed in e, one per atom:
1. C -0.25
2. C -0.24
3. C -0.27
4. C -0.38
5. C 0.25
6. C -0.61
7. N -0.35
8. N -0.59
9. S 0.00
10. H 0.25
11. H 0.22
12. H 0.24
13. H 0.25
14. H 0.27
15. H 0.23
16. H 0.23
17. H 0.15
18. H 0.24
19. H 0.21
20. H 0.22
21. H 0.46
22. H 0.47

# 6
Formula: C6H13N3OS
Source: the Open Molecules 2025 dataset
Level of theory: wB97M-V/def2-TZVPD

The HOMO-LUMO gap (alpha / beta) comes out at 8.34 / 8.34 eV. Its total energy is -23780.9697 eV. The relative energy (zero: lowest compared OMol25 entry of this formula, charge and spin) comes out at 444.77 kJ/mol.

XYZ file:
```
24
C6H13N3OS wB97M-V/def2-TZVPD
C 1.402 0.524 1.396
C -0.861 -0.722 2.582
C -1.899 0.906 0.810
C -0.841 1.161 -2.796
C -0.829 -0.247 1.108
C 3.714 -1.814 -1.712
N 4.802 -1.509 -1.707
N 0.432 0.207 0.573
N 0.594 0.325 -0.731
O 0.128 -1.280 -2.552
S -0.568 -0.312 -1.681
H 2.369 0.724 1.016
H 1.369 0.201 2.552
H -1.128 0.164 3.208
H -1.639 -1.444 2.718
H 0.104 -1.148 3.045
H -1.839 1.243 -0.262
H -1.684 1.705 1.385
H -2.878 0.456 1.013
H -1.256 0.941 -3.766
H 0.174 1.572 -2.839
H -1.418 1.854 -2.208
H -1.066 -1.161 0.503
H 2.818 -2.345 -1.657
```

Let us look at the natural (NBO) charges, expressed in e, one per atom:
1. C -0.16
2. C -0.63
3. C -0.59
4. C -0.80
5. C -0.08
6. C 0.09
7. N -0.33
8. N -0.06
9. N -0.67
10. O -1.00
11. S 1.34
12. H 0.22
13. H 0.21
14. H 0.21
15. H 0.23
16. H 0.23
17. H 0.22
18. H 0.21
19. H 0.22
20. H 0.24
21. H 0.24
22. H 0.20
23. H 0.23
24. H 0.24

# 7
Formula: C6H13N3OS
Source: the Open Molecules 2025 dataset
Level of theory: wB97M-V/def2-TZVPD

As for the SMILES: CNN=[S@](C)(=O)C(C)(C)C#N. The HOMO-LUMO gap (alpha / beta) comes out at 8.42 / 8.42 eV. Its total energy is -23781.7125 eV. The relative energy (zero: lowest compared OMol25 entry of this formula, charge and spin) comes out at 373.10 kJ/mol.

XYZ file:
```
24
C6H13N3OS wB97M-V/def2-TZVPD
C -3.361 0.730 0.505
N -2.667 0.446 -0.741
N -1.771 -0.465 -0.838
S -0.310 -0.432 0.278
C 0.185 -2.172 0.017
O -0.534 -0.289 1.706
C 1.427 0.512 -0.071
C 2.388 0.232 1.061
C 1.858 0.080 -1.458
C 0.945 1.851 -0.060
N 0.494 2.905 -0.071
H -3.403 -0.186 1.090
H -2.829 1.490 1.086
H -4.368 1.079 0.283
H -2.588 1.266 -1.347
H 1.198 -2.306 0.375
H -0.507 -2.764 0.603
H 0.080 -2.395 -1.035
H 2.834 -0.755 0.955
H 3.189 0.970 1.081
H 1.849 0.281 2.007
H 2.620 0.754 -1.854
H 1.002 0.093 -2.134
H 2.271 -0.927 -1.434
```

Let us look at the natural (NBO) charges, expressed in e, one per atom:
1. C -0.44
2. N -0.36
3. N -0.54
4. S 1.64
5. C -0.82
6. O -0.96
7. C -0.30
8. C -0.62
9. C -0.62
10. C 0.26
11. N -0.31
12. H 0.22
13. H 0.20
14. H 0.20
15. H 0.34
16. H 0.23
17. H 0.26
18. H 0.25
19. H 0.21
20. H 0.23
21. H 0.25
22. H 0.23
23. H 0.24
24. H 0.22

# 8
Formula: C6H13N4
Source: the Open Molecules 2025 dataset
Level of theory: wB97M-V/def2-TZVPD

The total charge is +1. The HOMO-LUMO gap comes out at 9.02 eV. Its total energy is -12382.0180 eV. The relative energy (zero: lowest compared OMol25 entry of this formula, charge and spin) comes out at 471.84 kJ/mol.

XYZ file:
```
23
C6H13N4 wB97M-V/def2-TZVPD
C -0.680 0.430 -0.151
C 0.472 -0.166 0.114
C -0.734 1.856 -0.549
C -3.169 0.110 -0.079
C 2.493 0.040 -1.110
C 2.478 -0.935 1.167
N -1.488 -1.566 0.585
N -1.788 -0.335 0.020
N -0.301 -1.877 0.689
N 1.768 -0.183 0.142
H -1.432 2.455 -0.056
H -0.817 2.065 -1.626
H 0.129 2.402 -0.257
H -3.282 0.996 0.532
H -3.673 -0.492 0.565
H -3.674 0.195 -1.023
H 2.074 0.855 -1.641
H 2.515 -0.869 -1.836
H 3.454 0.402 -0.981
H 2.165 -0.866 2.199
H 3.478 -0.643 1.271
H 2.340 -1.929 1.037
H -2.328 -1.944 0.987
```

Let us look at the natural (NBO) charges, expressed in e, one per atom:
1. C 0.07
2. C 0.41
3. C -0.66
4. C -0.43
5. C -0.41
6. C -0.41
7. N -0.05
8. N -0.18
9. N -0.15
10. N -0.40
11. H 0.25
12. H 0.25
13. H 0.26
14. H 0.23
15. H 0.22
16. H 0.25
17. H 0.21
18. H 0.22
19. H 0.23
20. H 0.23
21. H 0.23
22. H 0.22
23. H 0.41

# 9
Formula: C6H13N4
Source: the Open Molecules 2025 dataset
Level of theory: wB97M-V/def2-TZVPD

The total charge is +1. As for the SMILES: C=[N+]1CCN=C1NN(C)C. The HOMO-LUMO gap comes out at 6.86 eV. Its total energy is -12383.1018 eV. The relative energy (zero: lowest compared OMol25 entry of this formula, charge and spin) comes out at 367.26 kJ/mol.

XYZ file:
```
23
C6H13N4 wB97M-V/def2-TZVPD
C 1.746 -2.034 0.151
N 1.628 -0.769 0.195
C 2.760 0.163 0.134
C 2.084 1.444 -0.329
N 0.702 1.175 -0.366
C 0.347 0.032 0.030
N -0.743 -0.600 0.476
N -2.033 -0.159 0.461
C -2.036 1.345 0.554
C -2.945 -0.682 -0.605
H 0.799 -2.638 0.187
H 2.685 -2.462 -0.118
H 3.640 -0.298 -0.473
H 3.126 0.327 1.196
H 2.156 2.297 0.327
H 2.375 1.833 -1.307
H -0.690 -1.640 0.324
H -1.644 1.678 -0.446
H -3.024 1.746 0.832
H -1.263 1.641 1.250
H -2.974 -1.801 -0.445
H -3.928 -0.379 -0.340
H -2.766 -0.219 -1.688
```

Let us look at the natural (NBO) charges, expressed in e, one per atom:
1. C 0.10
2. N -0.25
3. C -0.27
4. C -0.26
5. N -0.42
6. C 0.54
7. N -0.42
8. N -0.25
9. C -0.43
10. C -0.44
11. H 0.21
12. H 0.23
13. H 0.26
14. H 0.26
15. H 0.24
16. H 0.24
17. H 0.39
18. H 0.20
19. H 0.24
20. H 0.21
21. H 0.21
22. H 0.23
23. H 0.20

# 10
Formula: C6H13N4
Source: the Open Molecules 2025 dataset
Level of theory: wB97M-V/def2-TZVPD

The total charge is +1. The HOMO-LUMO gap (alpha / beta) comes out at 8.54 / 8.54 eV. Its total energy is -12381.3057 eV. The relative energy (zero: lowest compared OMol25 entry of this formula, charge and spin) comes out at 540.57 kJ/mol.

XYZ file:
```
23
C6H13N4 wB97M-V/def2-TZVPD
C 0.920 0.197 -0.106
C -0.990 0.825 1.568
C -0.828 2.176 2.191
C -2.178 0.626 0.648
C 1.692 -2.207 0.291
C 0.478 -0.945 -2.363
N -0.361 -0.164 2.135
N 0.475 -1.004 1.774
N 0.919 -0.991 0.553
N 0.776 0.221 -1.413
H -1.642 2.391 3.031
H -0.982 3.007 1.408
H 0.279 2.226 2.704
H -3.063 0.395 1.242
H -1.968 -0.118 -0.036
H -2.318 1.584 0.180
H 1.213 -2.610 -0.666
H 2.608 -1.947 -0.091
H 1.697 -2.831 1.128
H 0.295 -0.611 -3.423
H -0.410 -1.475 -2.084
H 1.220 -1.680 -2.269
H 0.931 1.253 -1.722
```

Let us look at the natural (NBO) charges, expressed in e, one per atom:
1. C 0.27
2. C 0.45
3. C -0.71
4. C -0.68
5. C -0.40
6. C -0.44
7. N -0.18
8. N 0.12
9. N -0.26
10. N -0.56
11. H 0.29
12. H 0.26
13. H 0.27
14. H 0.28
15. H 0.23
16. H 0.25
17. H 0.21
18. H 0.22
19. H 0.26
20. H 0.25
21. H 0.22
22. H 0.21
23. H 0.45